DFT (ωB97M-V/def2-TZVPD) results for an isolated molecule of C5H7F3S at a distorted geometry.

Each atom is followed by the atoms it is bonded to, with distances in Å.
Cartesian coordinates (Å):
1 C 0.27 -1.73 -0.73  H4 1.121, C6 1.599, S12 1.857, H14 1.042
2 H -1.75 -1.28 -0.58  C6 1.115
3 C 1.83 0.15 0.15  F8 1.362, F11 1.357, S12 1.750
4 H 0.44 -1.09 -1.64  C1 1.121
5 F -0.98 0.93 -1.52  C7 1.370
6 C -0.88 -0.91 0.01  C1 1.599, H2 1.115, C7 1.465, H15 1.191
7 C -0.77 0.53 -0.22  F5 1.370, C6 1.465, C16 1.479
8 F 2.17 0.62 1.38  C3 1.362
9 H -0.38 1.57 1.66  C16 1.065
10 H -2.07 1.68 1.07  C16 1.179
11 F 2.60 0.74 -0.80  C3 1.357
12 S 1.93 -1.60 0.09  C1 1.857, C3 1.750
13 H -0.67 2.54 0.24  C16 1.071
14 H 0.21 -2.71 -1.07  C1 1.042
15 H -1.03 -1.08 1.18  C6 1.191
16 C -0.94 1.63 0.75  C7 1.479, H9 1.065, H10 1.179, H13 1.071

Its total charge is 0. Its total energy is -892.3699 hartree. Its energy above the lowest of the compared OMol25 structures with the same formula, charge and spin is 245.8 kJ/mol.

DFT (ωB97M-V/def2-TZVPD) results for a cluster of 2 separate species, C5H7FN3 in total at a distorted geometry.

Each atom is followed by the atoms it is bonded to, with distances in Å.
Cartesian coordinates (Å):
1 H 0.06 2.74 0.73  N8 1.021
2 H -0.11 -3.07 -0.05  C10 1.051
3 H 2.83 0.20 0.00  N6 0.981
4 N -1.40 -1.36 -0.05  C5 1.295, C10 1.349, H15 1.010
5 C -1.39 -0.07 0.06  N4 1.295, C11 1.370
6 N 2.04 0.78 -0.06  H3 0.981, H13 1.052, C14 1.333
7 H 1.76 -1.96 -0.08  C9 1.023
8 N -0.36 2.12 0.03  H1 1.021, C11 1.343, H12 0.952
9 C 0.94 -1.34 -0.07  H7 1.023, C10 1.366, C14 1.383
10 C -0.23 -2.03 -0.17  H2 1.051, N4 1.349, C9 1.366
11 C -0.31 0.77 0.05  C5 1.370, N8 1.343, C14 1.440
12 H -1.28 2.36 0.05  N8 0.952
13 H 2.10 1.82 -0.18  N6 1.052
14 C 0.92 0.04 -0.04  N6 1.333, C9 1.383, C11 1.440
15 H -2.30 -1.82 -0.02  N4 1.010
16 F -3.26 0.82 -0.19  no bonds

Its total charge is +1. Its total energy is -458.4829 hartree. Its energy above the lowest of the compared OMol25 structures with the same formula, charge and spin is 219.9 kJ/mol.

DFT (ωB97M-V/def2-TZVPD) results for a cluster of 3 separate species, C5H7FNO5P in total at a distorted geometry.

Each atom is followed by the atoms it is bonded to, with distances in Å.
Cartesian coordinates (Å):
1 H -1.15 0.19 -0.30  C2 1.033
2 C -0.18 -0.15 -0.44  H1 1.033, H11 1.113, C12 1.478, C16 1.562
3 H 2.89 2.33 0.20  C6 1.159
4 O 1.47 -0.17 -3.89  C15 1.244
5 H -1.11 1.95 -2.01  N10 1.105
6 C 2.86 1.24 0.59  H3 1.159, H13 1.165, H14 1.119
7 F 0.05 2.35 -0.26  C12 1.384
8 O -4.67 -1.71 3.74  P17 1.501
9 O -2.91 -2.32 5.45  P17 1.496
10 N -0.62 1.14 -2.58  H5 1.105, C16 1.431, H20 0.995
11 H 0.26 -1.03 0.09  C2 1.113
12 C 0.58 1.11 -0.57  C2 1.478, F7 1.384, C16 1.444
13 H 3.50 0.40 0.10  C6 1.165
14 H 2.74 1.16 1.70  C6 1.119
15 C 1.41 -0.44 -2.67  O4 1.244, C16 1.624, O19 1.239
16 C 0.33 0.41 -1.81  C2 1.562, N10 1.431, C12 1.444, C15 1.624
17 P -3.69 -2.73 4.24  O8 1.501, O9 1.496, O18 1.458
18 O -3.66 -4.07 3.67  P17 1.458
19 O 2.00 -1.23 -1.92  C15 1.239
20 H -0.10 1.55 -3.33  N10 0.995

Its total charge is -2. Its total energy is -1066.8804 hartree. Its energy above the lowest of the compared OMol25 structures with the same formula, charge and spin is 188.2 kJ/mol.

DFT (ωB97M-V/def2-TZVPD) results for an isolated molecule of C5H7FO at a distorted geometry.

Each atom is followed by the atoms it is bonded to, with distances in Å.
Cartesian coordinates (Å):
1 H 0.35 -1.94 -0.78  C5 1.170
2 H 1.03 0.22 -1.87  C11 1.100
3 C -1.35 -0.53 -0.27  H4 1.028, C5 1.663, C7 1.489, O13 1.364
4 H -2.09 -1.17 -0.60  C3 1.028
5 C 0.25 -0.96 -0.15  H1 1.170, C3 1.663, F6 1.355, C11 1.534
6 F 0.60 -1.23 1.13  C5 1.355
7 C -1.65 0.35 0.89  C3 1.489, H10 1.096, O13 1.378, H14 1.106
8 H 1.87 0.95 0.96  C9 1.150
9 C 2.12 0.83 -0.16  H8 1.150, C11 1.356, H12 1.078
10 H -2.68 0.37 1.28  C7 1.096
11 C 1.13 0.13 -0.78  H2 1.100, C5 1.534, C9 1.356
12 H 2.76 1.50 -0.70  C9 1.078
13 O -1.58 0.81 -0.41  C3 1.364, C7 1.378
14 H -0.75 0.66 1.46  C7 1.106

The SMILES is C=C[C@@H](F)[C@H]1CO1. Its total charge is 0. Its total energy is -369.7045 hartree. Its energy above the lowest of the compared OMol25 structures with the same formula, charge and spin is 248.0 kJ/mol.